# C20H41ClF6NO8P3S2

C20H41ClF6NO8P3S2 as an isolated structure at a distorted geometry (the ωB97M-V functional and the def2-TZVPD basis, the OMol25 dataset).

Each line ends with the Mulliken charge.
Element x y z (Å)
1 C 1.616387 1.483931 1.486849  -0.327
2 C 1.346520 3.002319 2.113385  -0.283
3 C 1.607153 4.058255 0.867948  -0.652
4 C 0.744055 5.447991 0.966232  -0.601
5 C -0.785616 5.363800 0.385116  -0.682
6 C -1.417965 3.855474 0.292791  0.360
7 C -2.785597 3.992631 -0.660732  -0.779
8 C -3.393282 2.540372 -1.132396  -0.141
9 C -4.682275 2.063296 -0.233750  -0.769
10 C -4.336494 1.670476 1.320184  -0.703
11 C -3.000418 0.737905 1.519498  0.549
12 C -3.455671 -0.588183 2.369454  -0.851
13 P -2.019882 -1.678455 3.001880  0.503
14 C -1.056016 -2.584902 1.571914  -0.726
15 C -1.941869 -2.682510 0.175919  0.143
16 P -0.808520 -3.294114 -1.286014  0.375
17 O 0.428470 -2.295339 -1.329702  -0.214
18 O -1.809249 -3.217958 -2.726710  -0.451
19 C -2.340839 -1.856591 -2.929523  -0.272
20 C -3.895184 -1.649905 -2.434645  -0.392
21 O -0.274696 -4.899325 -0.870318  -0.355
22 C 0.150506 -5.653442 -2.061320  -0.370
23 C 1.446463 -4.973857 -2.830286  -0.819
24 P -0.654786 -0.685638 4.389977  0.116
25 O -0.562697 1.034171 4.132493  -0.400
26 Cl 1.291103 -1.495964 3.930317  -0.146
27 H 2.770761 1.298645 1.536761  0.339
28 H 0.981963 0.679128 2.055660  -0.161
29 H 1.267785 1.432580 0.351870  0.109
30 H 2.030123 3.200607 3.050001  0.405
31 H 0.230347 3.112536 2.479484  0.044
32 H 1.488386 3.556901 -0.198526  0.236
33 H 2.754655 4.373787 0.951389  0.398
34 H 0.837335 5.861073 2.063295  0.277
35 H 1.315126 6.240735 0.280268  0.299
36 H -0.900257 5.909271 -0.645298  0.308
37 H -1.472949 5.965554 1.153537  0.188
38 H -0.747151 3.062059 -0.245826  0.057
39 H -1.815491 3.523996 1.350321  -0.114
40 H -2.448929 4.552297 -1.656694  0.378
41 H -3.621244 4.648404 -0.169745  0.213
42 H -3.808314 2.703945 -2.239039  0.362
43 H -2.541868 1.730182 -1.235582  -0.097
44 H -5.423879 2.996080 -0.188394  0.380
45 H -5.290495 1.224651 -0.821672  0.256
46 H -5.266410 1.041183 1.725336  0.412
47 H -4.240623 2.615785 2.029529  0.261
48 H -2.443507 0.454622 0.530133  -0.101
49 H -2.236408 1.378210 2.159711  -0.145
50 H -4.135760 -0.277545 3.279354  0.472
51 H -4.117013 -1.255237 1.637415  0.396
52 H -2.644737 -2.770034 3.762204  0.209
53 H 0.020657 -2.148449 1.411737  0.409
54 H -0.906342 -3.714142 1.927074  0.408
55 H -2.906648 -3.351051 0.281931  0.360
56 H -2.296777 -1.611632 -0.148123  -0.603
57 H -2.293704 -1.620998 -4.088758  0.378
58 H -1.688557 -1.090644 -2.297607  0.248
59 H -4.571928 -1.137368 -3.245428  0.311
60 H -4.392437 -2.656801 -2.105172  0.262
61 H -3.883591 -0.936904 -1.488265  -0.151
62 H -0.794618 -5.770535 -2.749872  0.284
63 H 0.475253 -6.737136 -1.740422  0.298
64 H 1.175767 -3.932404 -3.292470  0.277
65 H 1.724979 -5.692173 -3.736257  0.374
66 H 2.313528 -4.881542 -2.033741  0.227
67 H 0.185415 1.439537 4.698768  0.372
68 C 7.838733 -2.662564 0.140587  0.637
69 F 9.105503 -2.618141 0.645528  -0.219
70 F 7.847515 -3.624466 -0.830534  -0.237
71 F 7.045742 -3.154073 1.140293  -0.239
72 S 7.255054 -1.051196 -0.481524  0.952
73 O 8.202569 -0.705874 -1.544431  -0.641
74 O 7.300165 -0.170214 0.688551  -0.644
75 N 5.816863 -1.529049 -0.947933  -0.206
76 S 4.969736 -0.343586 -1.575872  0.863
77 O 5.418831 0.158534 -2.876332  -0.659
78 O 4.511975 0.691679 -0.644658  -0.595
79 C 3.470986 -1.310394 -1.953228  0.763
80 F 2.921466 -1.878565 -0.837579  -0.232
81 F 3.720296 -2.346424 -2.810575  -0.269
82 F 2.482523 -0.567279 -2.529744  -0.222

Cartesian forces, eV/Å:
C -0.24 0.63 0.03
C -0.74 -0.51 -1.17
C 1.13 0.76 0.57
C 1.06 0.31 -0.90
C -0.46 0.01 1.27
C -1.88 0.97 -0.78
C 0.84 -0.33 -0.73
C -0.72 0.60 -0.74
C -0.16 0.82 -0.27
C -0.66 -0.66 0.04
C 0.41 0.62 0.97
C -0.96 0.34 -0.83
P -0.70 -0.79 -3.30
C -0.07 -1.74 -0.79
C -0.44 0.21 0.22
P 3.71 2.51 0.07
O -4.97 -3.55 0.04
O 1.14 0.19 2.92
C -0.58 1.66 -0.15
C -0.02 0.09 0.65
O -1.73 2.78 -1.87
C 0.75 -1.07 -1.82
C -0.70 -0.48 0.05
P 2.37 2.21 2.55
O 0.84 -2.14 0.39
Cl -1.90 0.69 -0.19
H -2.31 -0.05 -0.22
H 1.50 1.42 -0.93
H 0.84 0.19 2.43
H -1.17 -0.27 -2.01
H 2.11 -0.28 -0.76
H 0.12 0.93 2.39
H -2.45 -0.70 -0.34
H -0.52 -0.87 -2.10
H -1.20 -1.66 1.55
H 0.43 -1.19 1.90
H 1.33 -1.24 -1.77
H -1.06 1.54 1.36
H 1.20 0.38 -2.00
H -0.71 -1.13 2.16
H 1.59 -1.26 -0.77
H 0.83 -0.49 2.37
H -1.69 1.57 0.39
H 1.58 -2.00 -0.11
H 1.48 1.51 1.52
H 1.90 1.43 -0.80
H -0.17 -1.91 -1.73
H -1.26 0.46 1.84
H -1.41 -1.51 -1.33
H 1.50 -0.68 -1.69
H 1.42 1.14 1.71
H 0.76 1.20 -0.34
H -2.23 -0.47 0.20
H -0.26 2.52 -0.48
H 1.99 1.23 -0.04
H 0.81 -2.12 0.52
H 0.23 -0.62 2.57
H -1.10 -1.54 -1.78
H 1.48 -1.08 1.51
H 1.00 1.82 -0.75
H -0.18 -1.40 -1.91
H 1.96 0.25 1.11
H -0.79 2.30 -0.20
H 0.62 -1.95 1.09
H -0.43 1.46 2.11
H -1.72 -0.09 -1.91
H -1.50 -1.11 -1.17
C 0.53 -2.51 0.72
F -1.22 0.46 -0.59
F -0.04 1.03 0.60
F 0.49 0.66 -0.73
S 2.42 1.84 0.37
O -1.44 -0.73 1.13
O -0.47 -1.26 -1.25
N 0.11 0.89 -0.09
S -0.38 2.45 -1.03
O -0.48 -0.97 1.57
O 0.40 -1.44 -0.71
C -2.03 -1.80 -0.29
F 0.92 0.74 -0.68
F 0.05 0.97 0.61
F 1.26 -0.23 0.54

Computed properties:
Largest force on an atom   6.11 eV/A
Frontier orbital gap   5.6 eV
LUMO energy   -2.5 eV
Net charge   0